DFT (ωB97M-V/def2-TZVPD) results for 2 unconnected molecules or ions with the total composition C22H45BF9N2O9PS.

```
90
Properties=species:S:1:pos:R:3:forces:R:3
C -2.7591 -2.0054 -4.1244 -0.2 0.1 -0.5
C -1.2444 -1.8927 -4.4195 -0.2 0.0 0.2
B -0.5280 -1.1101 -3.2321 0.3 0.5 -0.2
O -0.0826 0.1941 -3.5266 -0.7 -0.1 0.6
P -0.3626 -2.0366 -1.5269 1.2 -1.2 -1.3
C 1.3327 -2.7569 -2.1668 -0.6 0.5 0.5
C -0.3212 -3.2033 0.0268 -0.3 0.1 -0.1
C -1.5876 -3.9000 0.3927 0.1 0.2 0.6
O -1.9371 -4.0812 1.5439 -0.1 -0.1 -0.1
O -2.3705 -4.3656 -0.6096 0.4 -0.5 -0.2
O 0.4629 -0.7726 -0.7069 -0.3 0.1 0.5
C -0.2794 0.1513 0.0830 0.2 -0.5 -0.6
C 0.2934 0.0509 1.5033 -0.1 0.7 0.1
C -0.1451 1.1326 2.5243 0.2 -0.7 0.0
C 1.0001 1.9409 3.1282 -0.6 0.6 0.0
C 0.5759 2.6667 4.4128 0.5 0.0 -0.1
C 1.7920 3.0077 5.2876 -0.4 -0.2 -0.3
N 2.3179 1.8794 6.0561 -0.1 0.0 -0.1
C -0.0109 1.5354 -0.5241 -0.1 0.5 0.7
C 1.4158 2.0673 -0.3895 0.2 -0.1 -0.6
C 2.3845 1.4725 -1.4263 -0.2 0.5 -0.1
C 3.8542 1.6405 -1.0685 0.0 -0.3 0.2
C 4.2824 0.8004 0.1434 0.0 0.5 -0.7
F 4.0922 1.5232 1.2810 -0.1 -0.2 0.0
F 3.5565 -0.3327 0.2153 0.1 0.0 0.3
C 5.7838 0.4078 0.0046 0.0 -0.4 0.0
F 6.4874 1.4591 -0.4410 -0.1 0.0 0.2
F 5.8600 -0.5611 -0.9195 0.0 0.2 0.0
S 6.6505 -0.2134 1.5852 0.4 -0.1 -0.2
F 8.0694 0.1733 0.9782 0.0 0.0 0.0
F 6.8371 -1.6741 1.0044 -0.1 -0.1 0.0
F 5.2725 -0.6470 2.2177 -0.1 0.0 0.1
F 6.5263 1.2369 2.2019 -0.1 0.1 0.1
F 7.3733 -0.6790 2.9064 0.0 0.0 0.1
C -1.8149 -0.2769 -0.0569 -0.3 -0.6 -0.2
C -2.7361 0.8405 -0.5666 -0.1 0.1 0.4
C -4.1199 0.3665 -0.9699 -0.2 0.1 -0.2
O -5.0462 0.3055 0.1247 0.2 0.1 -0.4
C -6.1913 0.9668 -0.0076 -0.7 0.0 0.7
O -7.0055 1.0520 0.8609 0.1 -0.1 -0.1
C -2.4716 -0.9071 1.1866 -0.1 0.1 -0.1
O -2.9148 0.0635 2.1210 0.2 0.1 0.1
O -2.8910 -0.4886 3.4414 0.2 -0.1 0.1
O -1.8958 -1.3236 -1.0057 -0.1 0.5 0.2
H -3.0574 -3.0328 -3.9379 0.0 -0.1 0.2
H -3.0764 -1.4328 -3.2453 0.1 0.0 0.1
H -3.3281 -1.6968 -5.0141 -0.2 0.1 0.0
H -1.0644 -1.4532 -5.4051 0.0 0.1 0.0
H -0.8636 -2.9114 -4.4686 0.2 0.0 0.1
H -0.6895 0.6048 -4.1528 0.5 -0.1 -0.5
H -1.0356 -3.1436 -2.1869 -0.3 0.2 0.2
H 2.0581 -2.6825 -1.3580 0.2 -0.1 0.0
H 1.7150 -2.1859 -3.0171 0.1 0.0 0.0
H 1.1904 -3.7942 -2.4613 0.1 -0.1 0.0
H 0.3984 -3.9884 -0.2088 0.0 -0.1 -0.2
H 0.0281 -2.7308 0.9386 0.1 0.0 0.1
H -2.9225 -5.0386 -0.1839 -0.2 0.3 0.0
H 0.1038 -0.9318 1.9183 -0.1 -0.2 -0.1
H 1.3706 0.1138 1.3774 0.1 -0.1 0.0
H -0.9071 1.7792 2.0960 0.0 0.2 0.0
H -0.6408 0.6204 3.3438 -0.2 0.0 0.1
H 1.8792 1.3193 3.3006 0.0 -0.2 0.0
H 1.2879 2.7322 2.4337 0.3 -0.1 -0.1
H -0.1284 2.0482 4.9717 -0.1 0.0 0.1
H 0.0654 3.5913 4.1401 -0.2 0.0 0.0
H 2.5641 3.3749 4.6113 0.3 0.1 0.2
H 1.5495 3.8163 5.9751 0.0 0.0 0.1
H 1.5341 1.4276 6.5162 0.1 0.0 0.2
H 2.6859 1.1730 5.4286 0.1 0.0 0.0
H -0.2677 1.5472 -1.5807 0.0 -0.2 -0.1
H -0.6697 2.2577 -0.0336 0.0 0.1 0.0
H 1.8164 1.9712 0.6121 -0.1 -0.2 0.1
H 1.3757 3.1415 -0.5889 0.0 0.1 0.1
H 2.1350 0.4446 -1.6624 0.1 -0.2 0.2
H 2.2367 2.0330 -2.3519 0.0 -0.1 -0.1
H 4.4571 1.3688 -1.9320 0.1 -0.1 0.0
H 4.0935 2.6725 -0.8156 0.0 0.1 0.0
H -2.8562 1.6086 0.1999 0.0 0.1 0.0
H -2.3003 1.3210 -1.4402 0.2 -0.1 -0.1
H -4.5186 1.0885 -1.7007 -0.1 0.1 0.1
H -4.0923 -0.6126 -1.4475 0.2 -0.2 0.1
H -6.3828 1.4382 -0.9888 0.4 0.0 -0.2
H -3.3433 -1.4567 0.8196 -0.1 -0.1 0.0
H -1.8214 -1.6376 1.6543 0.2 0.1 0.1
H -3.1361 -1.4208 3.3255 -0.2 0.1 -0.1
N -4.9932 0.5972 -4.2074 0.1 -0.1 -0.1
H -5.4271 0.6912 -5.1269 0.0 0.0 0.0
H -5.4034 -0.1995 -3.7116 0.1 0.0 0.0
H -3.9882 0.4115 -4.3159 0.0 -0.2 0.1
H -5.1360 1.4492 -3.6620 0.0 0.0 0.0
```
Positions in Å, forces in eV/Å.

Computed properties:
* E_HOMO: -6.56 eV
* LUMO level: -0.0845 hartree
* 2S+1: 1
* Kohn-Sham gap: 4.26 eV

***

DFT (ωB97M-V/def2-TZVPD) results for 3 unconnected molecules or ions with the total composition C22H45Cl2F5N4O2Si4.

```
84
Properties=species:S:1:pos:R:3:forces:R:3
C 4.0042 1.6333 5.5277 -0.2 0.3 0.0
C 2.5385 1.3827 5.2741 0.3 -0.1 0.1
Cl 1.9636 1.8800 3.7200 -0.1 0.0 0.0
C 1.7189 0.7797 6.1342 0.0 0.1 0.0
Cl 2.3613 0.1940 7.6386 -0.1 0.0 -0.1
C 0.2616 0.5638 5.9653 0.1 0.1 -0.1
N -0.4797 1.6208 5.6366 0.0 -0.2 0.1
N -1.7760 1.4368 5.5367 0.0 -0.2 0.0
C -2.2512 0.2133 5.7680 -0.1 0.0 -0.1
C -3.7382 -0.0228 5.7097 0.0 0.4 0.1
C -4.5600 1.2511 5.4713 0.0 -0.1 0.0
C -6.0779 1.0411 5.5823 0.1 0.3 -0.2
C -6.5790 0.6101 6.9559 -0.1 0.0 -0.1
F -5.7987 1.1261 7.9433 -0.1 0.0 -0.1
F -7.8334 1.1113 7.1492 0.2 -0.1 -0.1
C -6.6781 -0.9449 7.1994 0.1 0.1 0.1
F -6.4732 -1.6286 6.0684 0.1 0.0 -0.2
F -7.8711 -1.2872 7.6561 -0.3 0.0 0.2
F -5.7677 -1.3498 8.0849 0.1 0.0 0.1
N -1.4900 -0.8556 6.0525 0.0 0.1 0.0
N -0.2041 -0.6763 6.1619 -0.1 0.2 -0.1
H 4.5527 0.6924 5.6220 -0.1 0.1 0.0
H 4.1155 2.2060 6.4558 0.0 -0.2 -0.1
H 4.4304 2.2243 4.7150 -0.1 -0.2 0.1
H -3.9403 -0.7567 4.9218 0.0 -0.1 0.2
H -4.0067 -0.4659 6.6743 0.0 -0.1 -0.2
H -4.2567 2.0371 6.1696 0.0 -0.2 -0.1
H -4.3434 1.6282 4.4650 -0.1 0.0 0.2
H -6.4397 0.3495 4.8171 0.0 0.0 0.2
H -6.5681 2.0030 5.3894 0.1 -0.2 0.1
C 0.5633 -0.6035 1.1767 0.1 -0.1 -0.1
Si -1.2621 -0.7860 0.8318 0.0 0.0 0.3
C -1.9765 -2.0973 1.9603 0.0 0.0 -0.1
C -2.1159 0.8394 1.1421 -0.1 0.0 -0.1
O -1.4960 -1.2083 -0.7426 0.0 0.0 0.0
Si -1.1235 -2.4043 -1.8120 0.1 -0.2 -0.2
C -1.8523 -1.9936 -3.4772 0.0 0.1 0.1
C -1.8229 -4.0364 -1.2244 0.0 0.1 0.1
C 0.7334 -2.5572 -1.9786 -0.1 0.1 0.1
H 1.0802 -1.5596 1.0602 0.0 0.0 0.0
H 0.7640 -0.2505 2.1896 -0.1 0.0 0.0
H 1.0133 0.1090 0.4802 0.0 0.0 0.0
H -3.0267 -2.2886 1.7279 0.0 0.0 0.0
H -1.9111 -1.7812 3.0046 0.0 0.0 0.0
H -1.4347 -3.0406 1.8664 0.0 0.0 0.0
H -3.1884 0.7642 0.9505 0.0 0.0 0.0
H -1.7138 1.6260 0.5006 0.0 0.0 0.0
H -1.9726 1.1483 2.1805 0.0 0.0 0.0
H -2.9396 -1.9088 -3.4269 0.0 0.0 0.0
H -1.6054 -2.7818 -4.1918 0.0 0.0 0.0
H -1.4569 -1.0516 -3.8630 0.0 0.0 0.0
H -1.3508 -4.3628 -0.2954 0.0 0.0 0.0
H -1.6566 -4.8115 -1.9756 0.0 0.0 0.0
H -2.8979 -3.9612 -1.0473 0.0 0.0 0.0
H 1.1898 -2.8890 -1.0437 0.0 0.0 0.0
H 1.1756 -1.5965 -2.2518 0.0 0.0 0.0
H 0.9871 -3.2841 -2.7535 0.0 0.0 0.0
C 5.7592 1.8406 -7.6066 -0.1 -0.1 0.0
Si 3.9630 2.2456 -7.2779 0.1 0.2 -0.1
C 3.8644 3.5992 -5.9908 0.0 -0.1 0.0
C 3.1667 2.8374 -8.8555 0.0 -0.1 0.1
O 3.1679 0.9032 -6.7495 0.0 0.0 0.0
Si 3.1931 -0.1967 -5.5246 0.0 -0.2 0.2
C 1.8190 -1.4318 -5.7674 0.0 0.1 -0.1
C 2.9515 0.6686 -3.8832 0.0 0.0 -0.1
C 4.8291 -1.1028 -5.5026 0.0 0.1 -0.1
H 6.2836 1.5779 -6.6855 0.0 0.0 0.0
H 6.2672 2.7002 -8.0489 0.0 0.0 0.0
H 5.8511 0.9997 -8.2974 0.0 0.0 0.0
H 2.8278 3.8059 -5.7164 0.0 0.0 0.0
H 4.3027 4.5217 -6.3780 0.0 0.0 0.0
H 4.4057 3.3261 -5.0826 0.0 0.0 0.0
H 2.1174 3.0947 -8.6992 0.0 0.0 0.0
H 3.2155 2.0755 -9.6359 0.0 0.0 0.0
H 3.6840 3.7282 -9.2184 0.0 0.0 0.0
H 0.8427 -0.9424 -5.7689 0.0 0.0 0.0
H 1.8328 -2.1595 -4.9530 0.0 0.0 0.0
H 1.9314 -1.9722 -6.7094 0.0 0.0 0.0
H 3.7873 1.3335 -3.6554 0.0 0.0 0.0
H 2.8777 -0.0644 -3.0766 0.0 0.0 0.0
H 2.0369 1.2660 -3.8849 0.0 0.0 0.0
H 5.6552 -0.4287 -5.2662 0.0 0.0 0.0
H 5.0367 -1.5624 -6.4712 0.0 0.0 0.0
H 4.8142 -1.8922 -4.7479 0.0 0.0 0.0
```
Positions in Å, forces in eV/Å.

Computed properties:
* structure (SMILES): C/C(Cl)=C(\Cl)c1nnc(CCCC(F)(F)C(F)(F)F)nn1.C[Si](C)(C)O[Si](C)(C)C.C[Si](C)(C)O[Si](C)(C)C
* E_HOMO: -9.41 eV
* LUMO level: -0.0331 hartree
* 2S+1: 1
* Kohn-Sham gap: 8.51 eV

***

DFT (ωB97M-V/def2-TZVPD) results for a molecular structure, C22H45N2O2OsP3S.

```
76
Properties=species:S:1:pos:R:3:forces:R:3
P 3.7835 -1.9535 -0.8931 3.4 2.1 2.2
C 3.6408 -1.5208 0.9012 -1.6 -0.6 -0.2
H 4.6371 -1.4761 1.3633 -0.1 -0.2 -0.4
H 3.0170 -2.2792 1.3943 0.3 0.3 0.2
H 3.1388 -0.5478 0.9948 0.1 -0.3 0.0
C 5.2829 -2.9968 -0.9544 -1.0 -1.3 -0.9
H 5.6483 -3.0797 -1.9901 -0.1 0.0 0.4
H 4.9760 -3.9977 -0.6103 0.5 0.2 -0.1
H 6.0538 -2.5787 -0.2956 -0.3 0.2 0.0
C 4.4464 -0.3160 -1.4610 -1.4 -0.2 -1.2
H 5.4132 -0.0908 -0.9926 -0.2 -0.4 0.1
H 3.7293 0.4850 -1.2306 0.3 -0.2 0.0
H 4.5561 -0.3865 -2.5486 0.3 0.3 0.1
P -1.3635 4.5654 -1.7503 -1.0 3.3 -0.2
C -1.5657 5.2388 -0.0682 0.5 -1.5 0.6
H -1.9061 6.2828 -0.0405 0.1 -0.2 -0.4
H -0.5987 5.1385 0.4529 -0.3 0.2 -0.1
H -2.2839 4.5891 0.4609 0.1 0.4 -0.1
C -0.1638 5.6344 -2.6133 0.8 -1.3 -0.2
H -0.1270 5.3745 -3.6832 -0.1 0.2 0.3
H 0.8351 5.4424 -2.1886 -0.3 0.4 -0.1
H -0.4349 6.6881 -2.4864 -0.2 -0.1 0.1
C -2.9530 4.8385 -2.6061 0.0 -1.5 -0.2
H -3.3162 5.8643 -2.4743 0.2 0.0 0.2
H -3.6760 4.1129 -2.1992 0.0 0.5 -0.1
H -2.8376 4.6225 -3.6789 0.0 0.2 0.3
P -2.1221 -3.1555 0.3677 0.7 1.7 -0.4
C -3.1147 -2.6909 1.7403 -0.9 -0.5 0.3
H -4.1120 -3.0633 1.4820 -0.2 0.1 0.4
H -3.1488 -1.6042 1.8771 0.1 -0.2 0.0
H -2.7853 -3.2017 2.6504 -0.2 0.2 -0.1
C -2.8976 -2.6176 -1.1614 -0.7 -0.4 -0.4
H -3.9246 -3.0082 -1.1664 0.1 0.1 -0.2
H -2.3852 -3.0233 -2.0446 -0.1 0.0 0.3
H -2.9521 -1.5192 -1.2316 0.1 -0.4 0.3
C -1.6066 -4.8284 0.3732 -0.4 -1.0 -0.1
H -2.5216 -5.4177 0.5046 0.2 -0.3 0.0
H -0.9203 -5.0360 1.2034 -0.1 0.1 -0.2
H -1.1490 -5.1075 -0.5841 0.0 0.1 0.3
Os -0.2616 0.6333 -2.3131 -0.4 1.2 8.0
C 0.7789 1.6039 -0.9725 1.8 1.7 2.9
O 1.3125 2.1848 -0.1125 -1.6 -1.7 -2.8
C -1.7414 1.0576 -1.1001 -3.4 1.1 3.2
O -2.5330 1.3698 -0.2876 3.1 -1.2 -3.3
C -1.4229 0.2321 -3.9846 -1.6 -1.2 -1.9
C -0.7054 -0.9316 -3.6799 -0.9 -1.4 -0.7
C 0.6729 -0.8604 -3.4759 1.4 -1.4 -0.9
C 1.3393 0.3607 -3.6540 1.8 -0.7 -1.1
C 0.6243 1.5205 -3.9712 0.9 1.1 -1.5
C -0.7605 1.4473 -4.1480 -0.7 1.7 -1.8
H -2.5008 0.1815 -4.0494 0.0 0.0 -0.1
H -1.2157 -1.8713 -3.4972 0.0 0.2 -0.1
H 1.2256 -1.7461 -3.1534 -0.2 0.3 -0.2
H 2.4111 0.3887 -3.4940 -0.2 0.2 0.1
H 1.1259 2.4775 -3.9894 0.0 0.0 -0.2
H -1.3144 2.3470 -4.3712 -0.1 0.0 0.0
C -0.1427 -2.8706 5.6619 -0.1 -0.1 0.3
C 0.4137 -1.9698 4.5669 0.2 -0.1 0.8
N -0.2226 -2.2236 3.2829 -0.4 -1.0 0.5
C -0.1449 -1.3775 2.2722 0.1 0.2 -3.2
S -0.3670 -1.9105 0.5600 1.1 0.3 1.3
N 0.2169 -0.0696 2.4336 -0.5 1.1 -0.1
C -0.6078 0.8414 3.2824 -0.2 0.3 -0.1
C 0.2118 2.0822 3.5988 0.0 0.1 0.4
H -1.2182 -2.6855 5.8313 0.4 -0.1 -0.1
H 0.3866 -2.6217 6.5967 -0.3 -0.2 -0.3
H 0.0047 -3.9474 5.4636 0.0 0.5 0.0
H 0.2233 -0.9265 4.8395 0.2 -0.3 0.0
H 1.5047 -2.0948 4.4854 -0.3 0.0 -0.1
H -0.7169 -3.0910 3.1129 0.5 0.1 0.4
H 0.3376 0.4083 1.5345 0.3 -0.5 0.6
H -1.5026 1.1361 2.7104 0.0 -0.1 0.2
H -0.9607 0.3300 4.1847 0.2 0.1 -0.3
H 0.4814 2.6057 2.6744 0.0 0.0 0.1
H -0.3642 2.7828 4.2218 0.2 -0.3 -0.2
H 1.1403 1.8267 4.1277 -0.3 0.1 -0.1
```
Positions in Å, forces in eV/Å.

Computed properties:
* energy above the lowest of the compared OMol25 structures with the same formula, charge and spin: 0.0 kJ/mol
* E_HOMO (spin up / spin down): -15.20 / -18.92 eV
* LUMO level (spin up / spin down): -0.3926 / -0.5205 hartree
* total charge: +4
* 2S+1: 5
* Kohn-Sham gap (spin up / spin down): 4.52 / 4.76 eV

***

> The highest 2S+1 belongs to which entry?

C22H45N2O2OsP3S